# C26H38F4IrN2P

A molecular structure, C26H38F4IrN2P (the ωB97M-V functional and the def2-TZVPD basis, the Open Molecules 2025 dataset).

Last column: Löwdin charge in e.
Cartesian coordinates (Å):
Ir -0.554 -0.393 0.172  1.245
C -3.036 0.397 2.152  -0.067
C -1.684 0.432 2.849  -0.214
N -0.512 0.739 1.967  -0.310
C 0.708 0.863 2.837  -0.211
C 1.175 -0.401 3.496  -0.071
C -0.672 2.081 1.332  -0.161
C 0.445 2.295 0.325  -0.161
N 0.559 1.075 -0.506  -0.096
C 1.318 1.054 -1.609  -0.139
C 1.317 -0.109 -2.534  -0.115
F -1.033 -0.970 -1.684  -0.458
C 1.850 0.094 -3.880  -0.210
F 1.693 -0.915 -4.709  0.163
C 2.506 1.194 -4.283  0.124
C 2.619 2.207 -3.312  -0.149
F 3.262 3.295 -3.631  0.201
C 2.065 2.160 -2.047  -0.126
F 2.265 3.246 -1.287  0.109
H -3.746 -0.119 2.797  0.099
H -3.021 -0.140 1.199  0.047
H -3.435 1.392 1.961  0.087
H -1.472 -0.526 3.320  0.103
H -1.702 1.188 3.640  0.140
H 0.477 1.624 3.587  0.140
H 1.510 1.250 2.216  0.107
H 0.512 -0.750 4.285  0.090
H 2.153 -0.225 3.945  0.109
H 1.283 -1.171 2.741  0.013
H -0.643 2.861 2.097  0.152
H -1.645 2.122 0.838  0.125
H 1.387 2.556 0.801  0.121
H 0.160 3.129 -0.315  0.144
H 2.916 1.313 -5.275  0.159
C 2.258 -3.479 2.465  -0.063
C 0.886 -3.614 1.789  -0.601
C 0.778 -5.048 1.227  -0.058
C -0.231 -3.470 2.834  -0.069
P 0.495 -2.442 0.330  1.098
C -0.908 -3.226 -0.453  -0.407
C -0.944 -4.099 -1.532  -0.060
C -2.172 -4.557 -1.986  -0.022
C -3.354 -4.149 -1.375  -0.025
C -3.324 -3.272 -0.302  -0.031
C -2.098 -2.817 0.157  -0.167
C 2.001 -2.173 -0.736  -0.584
C 1.697 -1.646 -2.154  -0.080
C 2.732 -3.509 -1.006  -0.053
C 2.967 -1.220 -0.018  -0.049
H 2.354 -4.336 3.134  0.108
H 2.372 -2.594 3.081  0.065
H 3.094 -3.533 1.775  0.067
H 0.945 -5.720 2.070  0.108
H 1.527 -5.283 0.475  0.078
H -0.208 -5.266 0.824  0.085
H -0.023 -4.171 3.645  0.112
H -1.204 -3.736 2.423  0.081
H -0.286 -2.476 3.268  0.044
H -0.037 -4.437 -2.014  0.110
H -2.209 -5.242 -2.822  0.125
H -4.302 -4.519 -1.740  0.124
H -4.242 -2.955 0.175  0.124
H -2.067 -2.138 1.022  0.070
H 0.956 -2.238 -2.679  0.118
H 2.664 -1.765 -2.644  0.123
H 0.242 -0.400 -2.548  0.131
H 2.108 -4.230 -1.531  0.086
H 3.093 -3.974 -0.094  0.068
H 3.607 -3.306 -1.625  0.106
H 2.529 -0.240 0.159  0.059
H 3.855 -1.095 -0.642  0.113
H 3.300 -1.616 0.939  0.076

Kohn-Sham gap in Ha: 0.25270
ΔE to the lowest compared entry with this formula, charge and spin in kcal per mole: 11.40
HOMO in eV: -14.526
Net charge: +2
F_max in Eh/bohr: 0.037